DFT (ωB97M-V with the def2-TZVPD basis set) results for a 2-piece molecular cluster, C2H4FN3 overall at a distorted geometry.

```
10
Properties=species:S:1:pos:R:3:forces:R:3
C 1.175797 0.540344 -0.288619 -0.82 -0.47 0.30
C 1.176251 -0.943278 -0.480072 -2.29 1.03 -1.26
N 0.409559 0.860152 0.713136 -0.71 0.06 0.53
N 0.266659 -1.312675 0.585463 0.50 -1.30 -0.16
N -0.155242 -0.349404 1.181381 -0.18 2.21 0.60
F -3.965006 1.467683 0.134755 1.81 -1.28 2.40
H 1.602669 1.284553 -0.931742 0.28 0.20 0.07
H 0.798552 -1.307569 -1.423777 -0.17 0.00 -0.64
H 2.098516 -1.323774 -0.355835 3.35 -1.72 0.57
H -3.407755 1.083968 0.865306 -1.76 1.27 -2.41
```
Positions in Å, forces in eV/Å.

The spin multiplicity is 3. The value obtained for the HOMO energy (alpha / beta) is -7.0662 / -11.2398 eV. For the HOMO-LUMO gap (alpha / beta), the calculation gives 7.98 / 8.20 eV. The LUMO energy (alpha / beta) is 0.0334 / -0.1117 Ha. As for the electronic energy: -342.53489 Eh. The net charge is 0.